Record 1
Molecular formula: C4H5NO2
Method: DFT, ωB97M-V with the def2-TZVPD basis set

CARTESIAN COORDINATES (ANGSTROEM)
O: 1.032 1.503 -0.100
O: 1.250 0.671 -2.258
N: -0.626 -0.997 -0.277
C: 0.595 0.858 -1.275
C: 0.051 -0.523 0.999
C: -0.108 0.949 0.578
C: -0.743 0.498 -0.739
H: -0.452 -0.839 1.916
H: 1.091 -0.859 0.998
H: -0.050 -1.612 -0.857
H: -1.555 -1.418 -0.222
H: -0.550 1.653 1.287

## Properties
Relative energy (zero: lowest compared OMol25 entry of this formula, charge and spin): 89.2 kcal/mol
Kohn-Sham gap: 8.3 eV
LUMO energy: 0.23 eV
HOMO: -8.03 eV

Löwdin atomic charge list, values in e, 8 entries: 0.04, 0.10, 0.07, -0.51, -0.04, -0.29, -0.07, 0.12



Record 2
Molecular formula: C43H62GeN3P2V
Method: DFT, ωB97M-V with the def2-TZVPD basis set

CARTESIAN COORDINATES (ANGSTROEM)
Ge: 2.338 1.082 -2.598
V: -0.657 -0.460 0.137
P: 1.520 -0.368 2.888
P: -1.015 0.988 -2.252
N: -1.979 -2.127 0.816
N: -6.675 -2.935 0.989
N: 0.627 -0.348 1.638
C: 2.910 -1.661 2.847
C: 4.022 -1.148 1.922
C: 2.196 0.551 -4.470
C: -2.022 1.126 0.616
C: -4.977 2.869 -0.991
C: -3.311 -2.047 0.832
C: -3.259 2.598 -2.635
C: -1.019 0.658 -4.954
C: -2.132 -4.515 1.023
C: -1.422 -3.325 0.936
C: -3.506 -4.428 1.051
C: -0.894 -0.028 4.235
C: -2.899 1.774 -0.374
C: -5.532 -3.040 0.980
C: 1.253 2.336 3.465
C: 0.464 -0.724 4.433
C: 1.046 -0.333 5.792
C: 3.331 2.765 -2.416
C: -4.512 3.068 -2.286
C: 3.481 1.450 4.106
C: -0.249 3.204 -5.670
C: 3.368 -0.295 -1.647
C: -0.780 1.611 -3.964
C: -2.504 -1.433 -2.321
C: -0.157 -2.942 -1.820
C: -0.475 2.249 -6.650
C: -2.498 -2.785 -2.351
C: -2.466 1.925 -1.701
C: -1.304 -3.574 -2.136
C: 0.130 -2.223 4.441
C: -3.773 -0.701 -2.655
C: -0.405 2.910 -4.320
C: 2.351 1.334 3.080
C: 0.642 1.290 -1.518
C: -0.082 -1.515 -1.645
C: -0.188 3.999 -3.303
C: -4.179 2.244 -0.053
C: 3.546 -2.004 4.197
C: -4.107 -3.174 0.968
C: 2.353 -2.937 2.186
C: 2.862 1.762 1.687
C: -0.873 0.971 -6.296
C: -1.259 -0.705 -2.028
H: -0.216 -2.545 3.459
H: 3.971 -1.136 4.695
H: 1.113 0.748 5.911
H: -1.062 0.224 -7.055
H: -3.422 -3.298 -2.592
H: 3.164 -3.488 1.705
H: -2.590 0.842 1.512
H: -0.827 1.056 4.197
H: 0.382 -0.702 6.580
H: -4.123 -5.313 1.125
H: 3.899 1.472 1.519
H: -1.306 -0.344 -4.652
H: 3.625 -0.830 0.964
H: 0.902 -1.124 -1.865
H: 1.629 -0.373 -4.565
H: 2.033 -0.754 5.973
H: -1.543 -0.295 5.073
H: 0.872 4.121 -3.079
H: 4.098 2.834 -3.186
H: 1.877 -3.604 2.900
H: -1.287 1.864 0.972
H: 0.965 -2.846 4.746
H: 1.664 3.347 3.409
H: -0.714 3.796 -2.370
H: 2.693 3.642 -2.495
H: 2.806 2.849 1.594
H: -5.130 3.562 -3.023
H: 3.819 2.791 -1.441
H: -0.551 4.952 -3.686
H: 3.212 0.369 -4.822
H: 0.640 2.304 -1.104
H: 4.172 0.161 -1.071
H: 3.808 -0.997 -2.355
H: 0.409 2.271 2.776
H: -1.617 -5.461 1.064
H: -5.964 3.215 -0.713
H: 3.799 2.495 4.161
H: 0.974 0.636 -0.700
H: -3.634 -0.027 -3.505
H: -1.355 -0.366 3.307
H: 4.360 -2.712 4.016
H: 4.730 -1.961 1.740
H: 2.738 -0.858 -0.960
H: 0.894 2.190 4.481
H: 2.240 1.324 0.907
H: -1.346 -4.649 -2.249
H: 0.042 4.207 -5.959
H: -4.125 -0.084 -1.824
H: 4.355 0.864 3.835
H: -4.533 2.119 0.963
H: 1.742 1.314 -5.097
H: -2.927 2.715 -3.657
H: -0.679 -2.396 5.156
H: 3.162 1.150 5.106
H: 0.766 -3.505 -1.705
H: 1.629 -2.661 1.417
H: -0.348 2.510 -7.692
H: -3.745 -1.062 0.715
H: 2.850 -2.482 4.881
H: -4.557 -1.412 -2.910
H: -0.341 -3.325 0.901
H: 4.580 -0.324 2.361

## Properties
Relative energy (zero: lowest compared OMol25 entry of this formula, charge and spin): 5.8 kcal/mol
Kohn-Sham gap (alpha / beta): 6.1 / 5.7 eV
LUMO energy (alpha / beta): 0.15 / 0.12 eV
Spin multiplicity: 3
HOMO (alpha / beta): -5.91 / -5.55 eV

Löwdin atomic charge list, values in e, 8 entries: 0.84, 0.64, 0.84, 1.00, 0.04, 0.16, -0.30, -0.58



Record 3
Molecular formula: C6H9Br2N4O
Method: DFT, ωB97M-V with the def2-TZVPD basis set

CARTESIAN COORDINATES (ANGSTROEM)
Br: 0.987 2.606 -3.251
Br: 2.753 1.013 1.486
O: -1.667 1.484 -3.153
N: 1.200 -2.317 -1.726
N: 1.504 -1.983 -0.442
N: 0.307 -0.269 -1.045
N: 0.990 -0.803 -0.002
C: -0.440 1.023 -1.040
C: -0.582 1.648 -2.539
C: -0.042 0.226 2.168
C: 0.419 -1.169 -2.155
C: 1.249 -0.315 1.382
C: -1.405 -0.586 1.857
H: -1.528 0.767 -0.734
H: -0.070 1.784 -0.273
H: -0.248 1.326 1.895
H: -2.121 0.026 1.195
H: 1.629 -1.233 1.976
H: 0.187 0.219 3.301
H: -1.195 -1.635 1.450
H: 0.024 -1.122 -3.222
H: -1.951 -0.690 2.872

## Properties
Net charge: +1
Kohn-Sham gap: 9.3 eV
LUMO energy: -5.28 eV
HOMO: -14.55 eV

Löwdin atomic charge list, values in e, 8 entries: 0.75, 0.70, 0.02, 0.12, 0.10, 0.00, -0.10, -0.08



Record 4
Molecular formula: C28H16Br2F5N5O2S2Sn
Method: DFT, ωB97M-V with the def2-TZVPD basis set

CARTESIAN COORDINATES (ANGSTROEM)
Sn: -0.300 -0.598 0.336
Br: -0.602 3.941 -1.617
Br: 3.283 5.992 1.886
S: -0.685 -1.000 2.725
S: -2.680 -1.028 0.054
F: 0.881 2.249 -5.896
F: -2.033 0.976 -2.436
F: 2.516 0.150 -5.274
F: -1.404 2.630 -4.469
F: 1.912 -1.492 -3.237
O: -0.143 1.394 -0.036
O: -0.340 -1.077 -1.713
N: 3.519 -2.113 -1.149
N: 0.260 -2.926 0.284
N: 1.334 -4.480 -0.820
N: 1.768 0.911 1.876
N: 1.914 -0.904 -0.290
C: 0.574 1.430 -4.885
C: -4.547 -0.114 1.805
C: -3.221 -0.523 1.654
C: 1.625 2.176 1.415
C: 1.400 0.371 -4.566
C: 3.347 2.940 2.910
C: -0.888 0.794 -3.088
C: 2.419 3.243 1.886
C: 3.934 -0.802 -1.211
C: 1.350 -3.206 -0.387
C: 3.461 1.663 3.365
C: 2.288 -2.124 -0.612
C: -2.879 -0.070 4.006
C: -5.042 0.273 3.037
C: -0.580 1.631 -4.143
C: 0.581 3.622 -0.188
C: -0.516 -4.051 0.276
C: 2.649 0.646 2.804
C: -4.206 0.294 4.143
C: 2.773 -0.776 3.268
C: -0.052 -0.270 -2.716
C: 2.928 -0.062 -0.674
C: 1.364 4.695 0.277
C: 1.080 -0.460 -3.507
C: -2.376 -0.499 2.778
C: 0.654 2.365 0.374
C: 0.139 -5.033 -0.403
C: 2.250 4.516 1.295
H: 1.247 5.664 -0.186
H: 4.173 1.410 4.140
H: 4.886 -0.522 -1.624
H: -0.126 -6.049 -0.628
H: 2.002 -4.922 -1.427
H: 2.175 -0.927 4.168
H: 2.394 -1.460 2.509
H: 2.869 1.002 -0.535
H: -5.188 -0.102 0.934
H: -4.581 0.605 5.109
H: -6.078 0.574 3.129
H: -2.213 -0.026 4.858
H: 3.809 -1.026 3.500
H: 4.020 -2.905 -1.515
H: -1.480 -4.065 0.753
H: 3.968 3.729 3.312

## Properties
Relative energy (zero: lowest compared OMol25 entry of this formula, charge and spin): 0.0 kcal/mol
Kohn-Sham gap: 7.0 eV
LUMO energy: -0.42 eV
HOMO: -7.44 eV

Löwdin atomic charge list, values in e, 8 entries: 0.89, 0.90, 0.77, 0.65, 0.69, 0.11, 0.09, 0.11



Record 5
Molecular formula: NO4S2
Method: DFT, ωB97M-V with the def2-TZVPD basis set

CARTESIAN COORDINATES (ANGSTROEM)
S: -0.865 0.414 -0.009
S: -1.927 -1.171 0.049
O: 1.147 -0.475 -1.059
O: -0.924 1.300 1.159
O: 1.075 -1.025 1.056
O: -0.927 1.052 -1.304
N: 0.691 -0.446 0.067

## Properties
Relative energy (zero: lowest compared OMol25 entry of this formula, charge and spin): 51.4 kcal/mol
Net charge: -1
Kohn-Sham gap: 8.4 eV
LUMO energy: 3.68 eV
HOMO: -4.72 eV

Need the Löwdin charges? In units of e they are: 0.15, 0.22, 0.00, -0.41, 0.01, -0.40, -0.56



Record 6
Molecular formula: C6H15NO
Method: DFT, ωB97M-V with the def2-TZVPD basis set

CARTESIAN COORDINATES (ANGSTROEM)
O: 0.562 2.593 1.440
N: 0.746 -0.170 -0.664
C: 0.128 -0.622 -1.879
C: 1.107 -1.256 -2.857
C: -0.008 0.475 0.369
C: -2.024 0.044 1.866
C: 0.922 1.243 1.382
C: -0.842 -0.568 1.129
H: -2.361 -0.664 2.608
H: -1.694 0.933 2.419
H: -1.181 -1.434 0.549
H: -0.697 -1.312 -1.635
H: -2.811 0.365 1.191
H: 0.778 0.813 2.371
H: 1.968 1.102 1.087
H: -0.673 1.196 -0.091
H: 1.488 -0.773 -0.301
H: 1.251 -2.323 -2.693
H: 1.155 3.113 0.877
H: 2.075 -0.748 -2.870
H: -0.281 -1.119 1.899
H: 0.751 -1.128 -3.877
H: -0.359 0.241 -2.323

## Properties
Relative energy (zero: lowest compared OMol25 entry of this formula, charge and spin): 23.5 kcal/mol
Net charge: +1
Kohn-Sham gap (alpha / beta): 11.8 / 7.1 eV
LUMO energy (alpha / beta): -2.81 / -7.57 eV
Spin multiplicity: 2
HOMO (alpha / beta): -14.64 / -14.68 eV

Löwdin atomic charge list, values in e, 8 entries: -0.02, 0.17, -0.19, -0.05, -0.26, -0.06, -0.18, -0.20



Record 7
Molecular formula: C2H4NP
Method: DFT, ωB97M-V with the def2-TZVPD basis set

CARTESIAN COORDINATES (ANGSTROEM)
P: 2.473 -0.491 2.068
N: 1.629 -0.372 0.888
C: -0.611 0.129 -1.159
C: -0.703 0.144 0.138
H: -1.271 -0.524 0.808
H: -0.459 0.946 0.744
H: -0.160 0.992 -1.807
H: -0.898 -0.825 -1.682

## Properties
Relative energy (zero: lowest compared OMol25 entry of this formula, charge and spin): 41.2 kcal/mol
Kohn-Sham gap: 9.0 eV
LUMO energy: -0.15 eV
HOMO: -9.13 eV

Need the Löwdin charges? In units of e they are: 0.66, -0.51, -0.13, -0.22, 0.06, 0.00, 0.08, 0.06



Record 8
Molecular formula: C19H15NPdSSe3SiTe
Method: DFT, ωB97M-V with the def2-TZVPD basis set

CARTESIAN COORDINATES (ANGSTROEM)
Te: -1.752 2.975 0.548
Pd: -0.055 0.848 0.814
Se: -0.775 -2.945 -0.735
Se: -0.880 1.540 -1.352
Se: 0.137 -1.685 0.913
S: 0.590 1.218 3.110
Si: 1.986 0.605 -0.211
N: 1.740 -1.141 4.217
C: 3.591 3.994 -2.098
C: 3.295 5.029 -1.221
C: 4.129 0.896 1.720
C: 3.608 -1.357 1.138
C: 1.273 -0.198 3.730
C: 2.497 2.391 -0.637
C: 1.220 -0.900 -2.572
C: 5.132 0.450 2.571
C: 2.598 4.749 -0.054
C: 1.472 -1.637 -3.722
C: 3.563 -0.773 -2.143
C: 3.347 0.006 0.983
C: 5.377 -0.910 2.702
C: 4.610 -1.812 1.980
C: 2.206 3.448 0.228
C: 2.775 -1.932 -4.092
C: 2.260 -0.436 -1.768
C: 3.194 2.696 -1.805
C: 3.826 -1.502 -3.291
H: 4.776 -2.877 2.092
H: 6.150 -1.266 3.374
H: 4.849 -1.743 -3.558
H: 3.422 1.911 -2.519
H: 0.637 -1.999 -4.311
H: 3.596 6.046 -1.450
H: 0.191 -0.719 -2.284
H: 2.340 5.545 0.634
H: 2.973 -2.512 -4.987
H: 2.996 -2.075 0.600
H: 4.125 4.196 -3.020
H: 4.393 -0.462 -1.516
H: 1.647 3.253 1.137
H: 5.716 1.164 3.141
H: 3.950 1.959 1.635

## Properties
Relative energy (zero: lowest compared OMol25 entry of this formula, charge and spin): 9.0 kcal/mol
Net charge: -2
Kohn-Sham gap: 5.0 eV
LUMO energy: 4.20 eV
HOMO: -0.84 eV

Löwdin atomic charge list, values in e, 8 entries: 0.03, -0.17, -0.24, -0.16, -0.01, 0.41, 0.48, 0.03